Version a
DFT (wB97M-V/def2-TZVPD) results for an isolated molecule of C12H24N2O3.

Properties
- structure (SMILES) = CC[C@H](C)[C@H](N)C(=O)N[C@@H](CC(C)C)C(=O)O
- lowest unoccupied orbital energy (eV) = 0.5
- HOMO energy (eV) = -9.603

Geometry as XYZ:
```
41
C12H24N2O3 wB97M-V/def2-TZVPD
C -1.70 0.55 -1.85
C -1.55 -0.41 -0.65
C -0.34 0.98 -2.40
C 0.50 1.79 -1.40
C 0.39 -0.17 -3.11
C 1.62 0.21 -3.93
C -1.36 -0.61 1.73
C -1.67 0.27 2.94
C -0.09 -1.52 1.85
C 1.29 -0.84 1.78
C 2.35 -1.93 2.05
C 1.56 0.33 2.69
H -3.35 1.51 -1.14
H -2.54 2.41 -2.20
H -2.17 -0.08 -2.63
H -0.56 1.66 -3.20
H 1.43 2.27 -1.85
H -0.08 2.60 -0.92
H 0.88 1.09 -0.58
H 0.66 -0.99 -2.44
H -0.32 -0.68 -3.73
H 2.09 -0.71 -4.33
H 2.41 0.79 -3.30
H 1.37 0.85 -4.79
H -1.40 1.19 0.73
H -2.18 -1.34 1.65
H -0.18 -2.25 1.06
H -0.12 -2.11 2.74
H 1.44 -0.42 0.76
H 2.22 -2.77 1.37
H 2.34 -2.39 3.07
H 3.39 -1.52 2.00
H 0.93 1.12 2.48
H 1.43 0.10 3.71
H 2.57 0.76 2.61
H -2.09 -1.24 3.92
N -2.44 1.72 -1.42
N -1.45 0.22 0.53
O -1.64 -1.64 -0.74
O -1.70 1.47 2.81
O -1.96 -0.29 4.13
```

Here are the Löwdin charges for atoms 1 to 8, given in e: C -0.2964; C -0.4340; C -0.3508; C -0.0649; C -0.2379; C -0.1111; C -0.1939; C -0.4674

---

Version b
DFT (wB97M-V/def2-TZVPD) results for an isolated molecule of C12H24N2O3.

Properties
- structure (SMILES) = CC(C)C[C@H](NC(=O)[C@@H](N)CC(C)C)C(=O)O
- lowest unoccupied orbital energy (eV) = 0.6
- HOMO energy (eV) = -9.659

Geometry as XYZ:
```
41
C12H24N2O3 wB97M-V/def2-TZVPD
C 1.38 -1.70 0.15
C 0.22 -0.65 0.42
C 2.74 -1.27 0.79
C 3.35 -0.02 0.21
C 3.84 1.02 1.36
C 4.56 -0.14 -0.86
C -1.52 0.69 -0.45
C -0.83 1.99 -0.31
C -2.60 0.43 0.58
C -3.38 -0.86 0.26
C -3.73 -0.77 -1.28
C -4.49 -1.14 1.25
H 1.85 -2.89 -1.35
H 2.31 -1.39 -1.78
H 0.94 -2.64 0.55
H 2.64 -1.15 1.97
H 3.45 -2.15 0.61
H 2.57 0.57 -0.33
H 2.95 1.31 1.98
H 4.71 0.61 1.98
H 4.25 1.89 0.81
H 4.88 0.79 -1.38
H 4.25 -0.80 -1.63
H 5.53 -0.55 -0.38
H -0.47 -0.75 -1.62
H -2.09 0.78 -1.36
H -2.25 0.40 1.62
H -3.35 1.15 0.37
H -2.67 -1.71 0.33
H -4.33 -1.65 -1.43
H -2.86 -0.64 -1.97
H -4.41 0.05 -1.42
H -5.19 -0.27 1.43
H -5.10 -1.99 0.67
H -4.05 -1.51 2.22
H 0.70 2.80 -1.19
N 1.43 -1.93 -1.33
N -0.66 -0.47 -0.64
O 0.16 0.10 1.37
O -1.28 3.10 0.09
O 0.26 1.94 -1.15
```

Here are the Löwdin charges for atoms 1 to 8, given in e: C -0.2853; C -0.4098; C -0.1637; C -0.3995; C -0.0786; C -0.0758; C -0.2909; C -0.4043

---

Version c
DFT (wB97M-V/def2-TZVPD) results for an isolated molecule of C12H24N2O3.

Properties
- structure (SMILES) = CC[C@H](C)[C@H](N)C(=O)N[C@H](C(=O)O)[C@@H](C)CC
- lowest unoccupied orbital energy (eV) = 0.6
- HOMO energy (eV) = -9.577

Geometry as XYZ:
```
41
C12H24N2O3 wB97M-V/def2-TZVPD
C -1.87 -1.02 0.79
C -0.87 -2.00 0.19
C -2.31 0.06 -0.33
C -2.71 -0.63 -1.52
C -3.56 0.98 0.25
C -3.22 2.47 0.11
C 1.16 -0.47 0.25
C 0.93 0.36 -1.11
C 2.64 -0.64 0.38
C 3.21 -1.20 -0.90
C 3.27 0.46 1.21
C 3.82 1.59 0.36
H -2.07 -0.33 2.69
H -1.05 0.42 1.77
H -2.64 -1.63 1.10
H -1.43 0.70 -0.62
H -3.61 -1.18 -1.21
H -2.00 -1.42 -1.68
H -2.76 -0.10 -2.43
H -4.38 0.84 -0.39
H -3.84 0.74 1.26
H -4.05 2.99 0.58
H -2.23 2.90 0.50
H -3.52 2.65 -0.99
H 0.97 -2.43 -0.24
H 0.73 0.18 1.03
H 2.68 -1.57 1.06
H 2.54 -2.08 -1.11
H 4.37 -1.49 -0.88
H 3.02 -0.40 -1.70
H 2.50 0.76 1.93
H 4.21 0.25 1.90
H 3.21 2.50 0.19
H 4.02 1.01 -0.53
H 4.75 2.06 0.92
H 0.15 -1.24 -1.83
N -1.29 -0.47 2.01
N 0.46 -1.71 0.29
O -1.10 -3.17 -0.01
O 1.52 1.49 -1.20
O 0.33 -0.23 -2.07
```

Here are the Löwdin charges for atoms 1 to 8, given in e: C -0.2429; C -0.4879; C -0.2943; C -0.0968; C -0.1859; C -0.1224; C -0.2372; C -0.4847

---

Compare the structures above. Which one is the least stable? version c is.